[1]
The following is a DFT calculation (ωB97M-V/def2-TZVPD) of a molecular structure, C27H30Cl4N5NiO.

Structure (XYZ):
```
68
Properties=species:S:1:pos:R:3:forces:R:3:mulliken_spin:R:1
Ni -0.9708 -0.9139 0.7617 1.15 0.03 -0.45 1.807
O 0.1080 0.0963 -0.4864 0.01 0.41 0.01 0.114
H 0.6483 -0.2325 -1.2080 -0.15 -0.18 0.07 -0.006
N 0.6323 -1.2219 2.1540 -0.62 -0.04 -0.42 0.008
C 0.4214 -1.6777 3.3737 -0.43 -0.19 0.86 -0.014
C 1.4304 -1.8945 4.2884 0.21 -0.80 -0.08 0.000
C 2.7335 -1.6505 3.8927 0.04 0.54 0.00 -0.004
C 2.9593 -1.1526 2.6170 0.15 -0.27 0.35 0.004
C 1.8769 -0.9877 1.7722 0.60 0.47 -0.30 -0.005
H -0.6074 -1.8717 3.6626 -0.01 0.01 -0.08 0.016
H 1.2204 -2.4017 5.2205 -0.10 0.37 0.15 0.000
H 3.5598 -1.7669 4.5819 -0.02 -0.18 -0.02 0.000
H 3.9753 -0.9260 2.3238 -0.13 0.06 -0.29 0.001
H 1.9648 -0.5998 0.7692 0.13 0.09 -0.12 0.004
N -1.4945 0.7696 1.8651 0.17 -0.22 -0.44 0.012
C -0.7277 1.8464 2.0190 0.51 -0.21 0.08 -0.002
C -1.0919 2.8946 2.8433 0.15 0.25 -0.61 0.004
C -2.3238 2.8594 3.4560 -0.19 0.05 0.24 -0.003
C -3.1345 1.7463 3.2697 -0.15 0.70 0.17 0.002
C -2.6750 0.7389 2.4604 -0.69 -0.36 0.46 -0.002
H 0.2159 1.8465 1.4811 -0.11 -0.07 -0.03 0.003
H -0.4498 3.7637 2.8752 0.00 -0.02 0.23 0.001
H -2.6547 3.6958 4.0594 -0.03 -0.07 0.02 0.000
H -4.1239 1.7187 3.7022 0.01 -0.18 0.05 0.000
H -3.2916 -0.1423 2.3067 0.06 0.03 -0.11 0.005
N 3.3661 2.7435 -0.2500 -0.70 -0.26 -0.11 0.000
C 3.7933 2.0646 -1.3047 0.11 -0.32 -0.27 0.001
C 4.9263 2.3976 -2.0267 -0.23 0.12 -0.33 0.001
C 5.6152 3.5420 -1.6699 0.45 -0.01 0.18 0.000
C 5.1876 4.2510 -0.5621 -0.13 0.23 -0.11 0.000
C 4.0430 3.8237 0.0872 0.16 0.42 0.49 0.000
H 3.1853 1.2240 -1.6261 0.02 -0.10 0.16 0.000
H 5.2046 1.8148 -2.8947 0.05 0.00 0.04 0.000
H 6.4869 3.8692 -2.2246 -0.04 -0.06 0.00 0.000
H 5.6848 5.1472 -0.2196 0.07 0.01 -0.09 0.000
H 3.6385 4.3961 0.9169 0.12 -0.04 0.05 0.000
N -2.7066 -0.7511 -0.3603 -0.05 -0.10 0.89 0.032
C -2.8613 0.3275 -1.1109 0.18 0.70 -0.76 0.001
C -3.9667 0.5335 -1.9177 -0.47 -0.31 -0.17 0.004
C -4.9940 -0.4072 -1.9112 0.30 -0.30 0.16 -0.004
C -4.8357 -1.5276 -1.1019 -0.10 0.23 0.26 0.001
C -3.7083 -1.6199 -0.3101 -0.17 -0.84 -0.51 -0.014
H -2.0513 1.0455 -1.1113 0.15 -0.12 0.11 0.004
H -3.9970 1.3808 -2.5880 -0.04 0.14 0.18 0.001
H -5.8878 -0.3126 -2.5134 0.12 0.15 -0.12 0.000
H -5.5498 -2.3379 -1.0467 -0.18 0.18 -0.09 0.000
H -3.5816 -2.5051 0.3040 0.06 0.17 0.06 -0.003
N -0.4971 -2.8900 0.0012 -0.80 0.11 0.20 0.029
C -1.3253 -3.9225 0.1929 -0.15 -0.19 0.38 0.001
C -1.2652 -5.1008 -0.5221 0.07 -0.01 -0.05 -0.001
C -0.2670 -5.2479 -1.4780 0.25 0.03 0.33 -0.002
C 0.6540 -4.2221 -1.6066 0.04 0.01 -0.01 0.003
C 0.4714 -3.0551 -0.8811 0.62 -0.04 -0.30 -0.005
H -2.0418 -3.8213 1.0038 -0.01 0.04 -0.15 0.004
H -1.9554 -5.9019 -0.2991 -0.06 0.04 -0.06 0.000
H -0.1683 -6.1703 -2.0339 0.00 0.04 -0.06 0.000
H 1.5367 -4.2950 -2.2261 -0.18 -0.08 -0.21 0.001
H 1.1648 -2.2343 -1.0063 -0.05 0.05 0.03 0.003
C 0.1603 3.3650 -1.6167 0.47 -0.12 0.08 0.004
Cl 0.9015 4.6861 -2.5137 0.16 0.03 -0.17 0.000
Cl -1.2426 3.9360 -0.7252 -0.38 -0.08 0.18 0.000
H -0.1280 2.5796 -2.2982 -0.22 -0.01 -0.17 -0.001
H 0.8896 2.9684 -0.9205 0.04 0.05 0.13 -0.002
C -0.3951 -0.7408 -4.2341 -0.36 -0.18 -0.18 0.000
Cl -1.7542 -0.9046 -5.3657 0.08 0.07 0.12 0.000
Cl 0.7537 -2.0678 -4.4113 0.19 -0.05 -0.02 0.000
H 0.1127 0.1886 -4.4490 0.04 0.08 0.04 0.000
H -0.7967 -0.7854 -3.2301 0.02 0.15 0.12 -0.001
```
Positions in Å, forces in eV/Å.

**Gap between HOMO and LUMO (spin up / spin down)**: 0.3441 / 0.3337 Ha
**Charge**: +1
**Multiplicity**: 3
**Energy relative to the best compared isomer or geometry (same formula, charge and spin)**: 0.0 kJ/mol
**HOMO energy (spin up / spin down)**: -11.61 / -11.58 eV
**Energy**: -129112.3910 eV


[2]
The following is a DFT calculation (ωB97M-V/def2-TZVPD) of 2 unconnected molecules or ions with the total composition C4H10S.

Structure (XYZ):
```
15
Properties=species:S:1:pos:R:3:forces:R:3:mulliken_charge:R:1
C -2.5508 1.2109 0.4765 1.03 -0.11 0.43 -0.688
C -1.5270 0.7329 1.1905 -0.70 0.28 1.45 -0.007
C -1.4082 -0.6478 1.7803 -0.50 0.31 -0.41 -1.128
H -2.3524 2.1437 -0.0367 -0.77 0.32 0.32 0.262
H -3.5149 0.7190 0.4768 0.12 -0.29 -0.87 0.265
H -0.8421 1.4528 1.6394 0.67 -0.05 -1.03 0.317
H -2.0631 -1.2924 1.1924 0.12 -0.34 0.25 0.321
H -0.3734 -0.9692 1.6739 -0.03 -0.23 0.09 0.327
H -1.6676 -0.7146 2.8384 -0.03 0.13 -0.01 0.331
C 0.6747 -0.8980 -1.0970 0.41 0.04 0.01 -0.288
S 2.2816 -0.0445 -1.0350 -0.04 0.36 -0.11 -0.208
H 0.1807 -0.6185 -2.0208 -0.08 -0.30 -0.06 0.331
H 0.9368 -1.9525 -1.0633 -0.40 -0.09 -0.17 0.260
H 0.0361 -0.6417 -0.2597 0.12 0.08 -0.11 -0.202
H 2.0236 0.8585 -1.9993 0.07 -0.09 0.22 0.107
```
Positions in Å, forces in eV/Å.

**Gap between HOMO and LUMO**: 0.3656 Ha
**Energy relative to the best compared isomer or geometry (same formula, charge and spin)**: 139.8 kJ/mol
**Structure (SMILES)**: C=CC.CS
**HOMO energy**: -8.96 eV
**Energy**: -15143.9184 eV


[3]
The following is a DFT calculation (ωB97M-V/def2-TZVPD) of C3H4N2O2 in the gas phase.

Structure (XYZ):
```
11
Properties=species:S:1:pos:R:3:forces:R:3:mulliken_charge:R:1
C -1.5829 -0.3555 0.0124 -0.12 0.10 -0.02 -0.764
N -0.2112 0.0509 -0.2284 0.03 0.17 0.15 0.490
N 0.6819 -0.8843 -0.7155 0.35 -0.12 0.32 -0.722
C 1.8230 -0.4591 -0.3231 -0.23 -0.15 -0.21 0.030
O 1.7903 0.6765 0.4000 -0.46 0.58 -0.38 -0.320
C 0.4328 1.0929 0.3784 0.40 -0.06 0.14 0.537
O 0.0504 2.1549 0.7800 0.05 -0.60 0.10 -0.554
H -2.1288 -0.4388 -0.9282 0.02 -0.02 0.10 0.251
H -1.5685 -1.3223 0.5246 -0.08 0.13 -0.12 0.280
H -2.0711 0.3820 0.6575 0.22 -0.06 -0.22 0.361
H 2.7840 -0.8973 -0.5578 -0.19 0.01 0.13 0.412
```
Positions in Å, forces in eV/Å.

**Gap between HOMO and LUMO**: 0.3823 Ha
**Energy relative to the best compared isomer or geometry (same formula, charge and spin)**: 171.6 kJ/mol
**Structure (SMILES)**: Cn1ncoc1=O
**HOMO energy**: -9.51 eV
**Energy**: -10250.4871 eV


[4]
The following is a DFT calculation (ωB97M-V/def2-TZVPD) of a molecular structure, C22H30GaN8PSe.

Structure (XYZ):
```
63
Properties=species:S:1:pos:R:3:forces:R:3:mulliken_charge:R:1
Ga 0.8354 -0.0058 0.4782 0.45 -0.47 -0.29 -0.338
N 4.3939 -2.9677 -2.1899 -0.08 -0.01 -0.02 -0.597
N 3.6746 -1.8681 -1.8025 -0.03 0.01 0.07 1.117
N 3.7325 -0.7364 -2.4681 0.07 -0.01 -0.10 -0.875
C 2.8442 -0.0003 -1.8304 -0.09 0.01 0.06 -0.392
N 2.2855 -0.6948 -0.8278 0.04 0.17 0.09 0.606
N 2.8358 -1.9006 -0.8237 -0.03 -0.15 -0.10 -0.411
H 5.2024 -2.6540 -2.7164 0.01 -0.01 0.02 0.328
H 4.6406 -3.5196 -1.3765 0.04 0.02 -0.01 0.292
H 2.6053 1.0213 -2.0735 0.02 0.02 0.01 0.593
C -4.1756 5.0038 0.0024 -0.05 0.01 -0.02 -1.500
C -2.8941 4.2370 0.1411 0.04 -0.04 0.00 0.490
C -2.0621 4.0178 -0.9508 -0.01 -0.05 0.01 -0.954
C -0.8503 3.3463 -0.8309 0.00 0.04 0.05 0.649
C -0.0050 3.1442 -2.0593 0.00 0.05 -0.02 -1.261
C -0.4757 2.8811 0.4349 0.21 0.10 -0.10 0.387
Se 1.3467 2.2096 0.6440 -0.24 0.24 0.17 0.038
C -1.3069 3.0410 1.5479 0.00 -0.09 -0.01 0.982
C -0.9755 2.5138 2.9174 0.00 0.00 0.04 -1.560
C -2.5061 3.7218 1.3730 -0.07 -0.08 -0.05 -0.882
H -4.3533 5.2973 -1.0301 -0.01 0.00 0.00 0.373
H -4.1484 5.9084 0.6109 0.00 0.00 0.00 0.365
H -5.0258 4.4105 0.3407 0.00 0.00 0.01 0.349
H -2.3586 4.3876 -1.9251 0.00 0.02 -0.01 0.328
H -0.5479 3.4589 -2.9485 0.00 0.02 -0.01 0.400
H 0.2715 2.0919 -2.1885 0.03 0.02 0.00 0.033
H 0.9229 3.7167 -2.0130 0.01 -0.03 0.01 0.433
H -0.3568 1.6169 2.8732 -0.03 0.01 0.00 0.093
H -1.8888 2.2662 3.4567 -0.01 0.05 0.02 0.469
H -0.4338 3.2555 3.5078 0.05 -0.01 -0.02 0.366
H -3.1566 3.8552 2.2301 0.00 0.02 0.01 0.483
C -2.1645 0.3081 -1.1799 -0.07 -0.06 -0.04 -1.116
P -1.1065 -0.9735 -0.4740 -0.19 0.14 0.09 1.431
C -2.0994 -1.8760 0.7368 0.00 0.01 -0.03 -1.409
C -0.5766 -2.0964 -1.7695 -0.01 -0.01 0.05 0.593
C -0.0801 -1.5691 -2.9632 0.03 0.02 -0.02 -0.447
C 0.3917 -2.4190 -3.9488 0.01 -0.01 0.00 -0.688
C 0.3770 -3.7943 -3.7451 -0.01 0.00 0.00 -0.615
C -0.1185 -4.3208 -2.5613 0.02 0.00 -0.01 -0.750
C -0.5947 -3.4750 -1.5696 0.01 -0.02 0.00 -0.585
H -3.0363 -0.1577 -1.6414 0.01 -0.05 0.00 0.576
H -1.6249 0.8813 -1.9335 -0.03 -0.04 0.05 0.285
H -2.4848 0.9922 -0.3922 0.04 0.01 0.00 0.297
H -2.9099 -2.3962 0.2239 0.01 0.00 0.00 0.491
H -2.5308 -1.1619 1.4389 0.03 0.02 0.00 0.424
H -1.4994 -2.5961 1.2918 0.00 0.01 -0.01 0.401
H -0.0689 -0.4983 -3.1378 -0.03 0.00 0.01 0.265
H 0.7590 -2.0125 -4.8814 0.01 0.01 0.00 0.475
H 0.7410 -4.4567 -4.5187 0.00 0.00 -0.01 0.442
H -0.1461 -5.3914 -2.4120 0.00 -0.01 0.00 0.444
H -0.9925 -3.9025 -0.6578 -0.01 0.01 0.01 0.399
N 2.1820 -0.7760 5.5303 0.00 -0.01 0.08 -0.374
C 1.9415 -1.3426 4.3429 -0.01 0.03 -0.12 0.117
C 1.6246 -0.5651 3.2031 0.09 -0.01 0.00 0.046
N 1.3953 -1.1581 2.0377 -0.11 0.12 0.10 0.339
C 1.4692 -2.4965 1.9421 -0.04 -0.10 -0.02 -0.140
C 1.7851 -3.2298 3.0728 -0.02 0.00 -0.05 -0.601
N 2.0121 -2.6743 4.2500 0.01 0.05 0.04 -0.548
H 2.1224 0.2155 5.6769 0.02 0.00 -0.01 0.202
H 2.4051 -1.3698 6.3127 0.00 0.00 0.00 0.259
H 1.5885 0.5176 3.2304 -0.03 -0.01 0.01 0.465
H 1.3125 -2.9518 0.9750 -0.03 0.01 0.01 0.531
H 1.8571 -4.3091 3.0176 0.00 -0.01 0.01 0.390
```
Positions in Å, forces in eV/Å.

**Gap between HOMO and LUMO**: 0.2838 Ha
**Charge**: +2
**Energy relative to the best compared isomer or geometry (same formula, charge and spin)**: 0.0 kJ/mol
**HOMO energy**: -13.73 eV
**Energy**: -162220.1633 eV